[1]
20
Properties=species:S:1:pos:R:3 method="wB97M-V/def2-TZVPD" e_above_lowest_kcal_mol=109.3 e_lumo_ev=0.531 e_homo_ev=-7.74
C 1.29079 -0.31338 -0.95897
C -0.65628 -1.74320 -0.12572
C -0.34803 1.28689 0.24163
C -1.03504 0.44895 -0.80104
C -1.26139 -3.03204 0.25830
C -0.39516 2.78923 0.17553
C 2.41254 -0.13013 0.04335
N 0.36239 0.58889 -0.80508
O -1.52554 -0.83016 -0.44936
F 2.02273 -0.38421 1.31956
F 3.45005 -0.93819 -0.19103
F 2.90944 1.13026 0.05902
H -0.27214 0.85406 1.23608
H -1.64310 0.89140 -1.58057
H -0.93464 -3.24886 1.27510
H -0.81699 -3.79913 -0.37516
H -2.35135 -3.06035 0.19568
H 0.55397 3.20398 0.50886
H -1.18656 3.16849 0.81843
H -0.57570 3.11749 -0.84461

=====

[2]
45
Properties=species:S:1:pos:R:3 method="wB97M-V/def2-TZVPD" smiles=Cc1ccc(OC(C)C)c(C[NH+](CCO)CCO)c1 e_above_lowest_kcal_mol=23.5 total_charge=+1 e_lumo_ev=-2.177 e_homo_ev=-11.44
C 4.73294 1.50441 -0.03049
C 3.44885 0.74285 0.04922
C 3.33661 -0.52557 -0.50749
C 2.16580 -1.25763 -0.42467
C 1.05872 -0.72976 0.22793
O -0.16193 -1.32150 0.36167
C -0.40172 -2.62954 -0.17540
C 0.16663 -3.70248 0.74749
C -1.91340 -2.75232 -0.31573
C 1.15649 0.55154 0.79396
C -0.04950 1.10137 1.50201
N -1.21407 1.17916 0.57136
C -0.96313 2.12221 -0.54786
C -1.28103 1.45937 -1.89800
O -0.49643 0.31484 -2.09267
C -2.46215 1.44438 1.31693
C -3.71193 1.31075 0.44562
O -3.63765 0.06615 -0.20928
C 2.33831 1.26843 0.69634
H 5.18888 1.39212 -1.01135
H 4.57718 2.56109 0.16959
H 5.43720 1.12012 0.70688
H 4.18641 -0.95615 -1.01463
H 2.13073 -2.23738 -0.87081
H 0.05462 -2.69129 -1.17050
H -0.33140 -3.66316 1.71350
H 0.00545 -4.68364 0.31156
H 1.23323 -3.56193 0.90539
H -2.38958 -2.66425 0.65746
H -2.16315 -3.71852 -0.74158
H -2.29502 -1.97062 -0.96702
H 0.14612 2.09580 1.90799
H -0.32263 0.42899 2.31903
H -1.27870 0.21809 0.16068
H 0.09635 2.39015 -0.53360
H -1.55578 3.02693 -0.41190
H -2.31407 1.10708 -1.91742
H -1.14497 2.19465 -2.69825
H 0.39473 0.55425 -2.37066
H -2.52793 0.70419 2.11676
H -2.41394 2.44297 1.75604
H -3.77836 2.13012 -0.28383
H -4.58616 1.37120 1.10303
H -4.50625 -0.20012 -0.52603
H 2.39955 2.24866 1.14766

=====

[3]
17
Properties=species:S:1:pos:R:3 method="wB97M-V/def2-TZVPD" e_above_lowest_kcal_mol=8.9 total_charge=+1 e_lumo_ev=-3.564 e_homo_ev=-13.06
C -2.07784 -2.32565 1.47756
N -1.57484 -1.08283 0.82581
H -2.73980 -2.09267 2.29855
H -2.64136 -2.92493 0.75497
H -1.25522 -2.92707 1.83597
H -1.12299 -1.20819 -0.09011
H -0.85125 -0.63949 1.39765
H -2.32443 -0.39174 0.77946
C 2.24767 2.18218 -0.90140
C 0.94386 1.53085 -1.32035
S 0.91332 -0.31581 -1.17728
H 2.77574 2.53581 -1.77638
H 2.88435 1.48483 -0.36444
H 2.03949 3.00269 -0.22625
H 0.08838 1.89511 -0.76540
H 0.71673 1.72298 -2.36409
H 1.97821 -0.44607 -0.38428

=====

[4]
16
Properties=species:S:1:pos:R:3 method="wB97M-V/def2-TZVPD" total_charge=+1 e_lumo_ev="-4.323 / -8.589" spin_multiplicity=6 e_homo_ev="-11.85 / -14.48"
C 1.35991 -0.93009 1.42111
H 0.22056 0.04809 2.75434
H 2.38306 -1.04640 1.04035
C 1.03105 0.35303 2.02410
H 1.88469 0.83979 2.52755
C 0.54102 -2.73397 -0.15995
C 0.43475 -1.97934 0.99156
O -0.11991 1.69094 -1.17017
C -1.36426 1.95264 -1.06916
O -2.23611 1.99017 -1.90702
O -1.68416 1.91069 0.29134
H -0.07551 -3.62192 -0.30624
H 1.12992 -2.37412 -1.00790
H -0.24189 -2.35616 1.76951
H -2.62087 1.76174 0.46450
Rh 0.35246 1.81415 0.75410

=====

[5]
5
Properties=species:S:1:pos:R:3 method="wB97M-V/def2-TZVPD" e_above_lowest_kcal_mol=12.4 total_charge=-1 e_lumo_ev=3.740 e_homo_ev=-2.81
N -1.08265 -0.48869 0.93206
O -1.03255 -1.69729 0.69112
S 0.74433 1.65504 -0.93381
H -0.10300 -0.15367 0.82243
H 1.47388 0.68461 -1.51181

=====

[6]
84
Properties=species:S:1:pos:R:3 method="wB97M-V/def2-TZVPD" e_above_lowest_kcal_mol=0.0 e_lumo_ev=0.285 e_homo_ev=-8.61
C -2.44242 -4.16043 0.49499
C -1.70605 -4.73228 -0.67968
H -3.52500 -4.26580 0.35160
H -2.19159 -3.10070 0.62927
H -2.19798 -4.68611 1.43211
C -2.20177 -5.72783 -1.44163
C -3.53310 -6.36329 -1.24031
H -1.60273 -6.14886 -2.24180
H -4.32989 -5.62574 -1.08982
H -3.56149 -7.06075 -0.39236
H -3.77491 -6.94981 -2.13361
Sc -0.34686 2.13301 1.84309
Cl -0.84350 -0.19653 2.18557
C 2.43542 1.53123 0.78804
O 1.32047 2.08190 0.54690
N 3.38028 1.38391 -0.13982
C 3.16622 1.92055 -1.48347
C 4.48383 0.44917 0.05689
H 2.68214 1.12660 1.78303
H 2.69987 2.90618 -1.39880
H 2.52380 1.24847 -2.07302
H 4.14686 1.99276 -1.96573
H 4.68392 0.36132 1.12881
H 5.37167 0.81726 -0.46349
H 4.25463 -0.54935 -0.34329
H 1.97893 7.34864 1.23964
H 1.94866 7.52972 3.80009
C 0.91700 7.07164 1.27650
C 0.87702 7.28477 3.74290
N 0.61428 6.46619 2.56672
H 0.68151 6.37646 0.46691
C 0.20284 5.19859 2.68123
O 0.07336 4.41977 1.70313
H 0.58561 6.71915 4.63381
H -0.02394 4.88453 3.71516
H 0.33480 7.99505 1.16281
H 0.30291 8.21993 3.68673
H -4.98521 2.43182 1.91726
H -3.41594 0.46795 0.30086
C -5.00675 2.93354 0.93608
C -3.85093 1.18659 -0.41372
N -3.85749 2.54359 0.13130
H -4.94464 4.01901 1.09457
C -2.70060 3.17006 0.36185
O -1.55958 2.67886 0.13723
H -3.27201 1.16775 -1.34361
H -2.81041 4.16696 0.82090
H -5.92715 2.68043 0.40650
H -4.88830 0.91361 -0.62544
O -0.56795 -2.70013 -1.18070
C -0.35854 -4.09833 -0.97768
C 0.04666 -4.74265 -3.43899
C 0.42323 -4.79450 -2.09276
H -0.82902 -4.15742 -3.73456
C 0.75823 -5.49155 -4.38564
H 0.22251 -4.20434 -0.04744
C 1.49572 -5.60624 -1.69804
H 0.46922 -5.42914 -5.44375
C 1.81165 -6.31882 -3.98660
C 2.17961 -6.38551 -2.63570
H 1.73935 -5.63681 -0.64071
H 2.34670 -6.91885 -4.72580
H 2.98971 -7.03564 -2.30231
Si 0.17845 -1.40271 -1.95077
Cl -2.41710 2.72172 3.10245
C -0.46037 -1.24051 -3.69190
C 2.01741 -1.75975 -1.96018
C -0.35250 0.06397 -0.96649
H -0.15173 -2.08468 -4.31864
H -0.05987 -0.31519 -4.12788
H -1.55629 -1.17811 -3.70287
H -1.43951 0.05592 -0.80670
H -0.05719 1.04631 -1.35682
H 0.10434 -0.08372 0.02344
H 2.21062 -2.70848 -2.48187
H 2.41014 -1.84974 -0.93884
H 2.56280 -0.96431 -2.48708
Cl 3.85308 2.93169 4.29143
C 2.40856 2.69462 5.30101
Cl 1.62956 4.22100 5.77880
C 1.39566 1.83443 4.47205
O 1.15738 0.74029 4.96931
O 0.98801 2.38829 3.38370
H 2.68564 2.14939 6.20560

=====

[7]
17
Properties=species:S:1:pos:R:3 method="wB97M-V/def2-TZVPD" smiles=NCCO.O.O e_above_lowest_kcal_mol=15.9 e_lumo_ev=0.435 e_homo_ev=-8.62
N 2.08386 1.20950 -1.07024
C 1.02038 0.21407 -1.02731
C 1.18376 -0.71997 0.13708
O 0.25173 -1.78919 0.10079
H 1.88426 2.11822 -0.69958
H 2.63936 1.26078 -1.90097
H 0.06383 0.73926 -1.00565
H 0.95957 -0.30226 -1.99208
H 2.18996 -1.13791 0.20700
H 1.11850 -0.17329 1.06483
H -0.62474 -1.39531 0.01255
O -2.63921 -1.49702 0.57479
H -3.40516 -1.22205 0.06156
H -2.79200 -2.42652 0.78936
O -1.00009 1.49598 1.45802
H -1.03201 2.43640 1.66046
H -1.90198 1.18931 1.62940

=====

[8]
17
Properties=species:S:1:pos:R:3 method="wB97M-V/def2-TZVPD" e_above_lowest_kcal_mol=137.3 total_charge=+1 e_lumo_ev=-3.749 e_homo_ev=-12.54
C -0.12124 0.70486 0.57383
C 3.21617 -0.37363 -0.99551
C 1.13466 -1.22591 -0.46048
N -2.34832 0.26082 1.13643
N -2.98657 0.77098 -0.05402
N 0.67711 -0.12509 0.03434
O 2.27892 -1.45943 -1.03179
H -0.93060 1.14236 -0.12248
H -0.08100 0.90341 1.66230
H -2.43123 -0.77328 1.26639
H 3.03869 0.23758 -0.21777
H 3.36346 0.22569 -1.80185
H 4.26729 -0.86389 -0.92326
H 0.42400 -2.12796 -0.42418
H -2.48076 0.87237 1.91772
H -3.40013 1.70288 -0.07571
H -3.62045 0.12824 -0.48397

=====

[9]
15
Properties=species:S:1:pos:R:3 method="wB97M-V/def2-TZVPD" e_above_lowest_kcal_mol=94.3 e_lumo_ev=-0.917 e_homo_ev=-8.78
C -1.68428 0.56160 -0.09484
C -1.88736 0.45149 -1.37564
C 0.23340 -0.20324 -2.34332
C -0.30860 0.68110 0.57035
C 0.77760 -0.94443 -1.08743
C 0.79355 0.46092 -0.46865
N 0.41065 1.07447 -1.81824
O 0.07386 -0.62815 -3.47300
I -2.73516 0.28233 -3.26933
H -2.58151 0.28414 0.55527
H -0.35771 1.56384 1.10066
H -0.35658 -0.04577 1.30485
H 0.30679 -1.86476 -0.75717
H 1.79263 -1.30727 -1.24765
H 1.62256 1.01466 -0.15704

=====

[10]
12
Properties=species:S:1:pos:R:3 method="wB97M-V/def2-TZVPD" e_above_lowest_kcal_mol=133.8 e_lumo_ev="-0.262 / 0.040" e_homo_ev="-6.94 / -9.14"
C 1.83865 0.20933 -0.07482
C -1.22479 -0.87013 -0.55023
C -1.89884 -0.17544 0.53644
N -1.16381 0.47321 -0.44624
N 2.35613 1.42339 -0.19110
S 1.96637 -1.29680 0.23965
H -0.29713 -1.59101 -0.34998
H -1.83642 -1.36890 -1.29821
H -2.95291 -0.26666 0.40779
H -1.70146 -0.07430 1.57308
H 1.57647 2.08174 -0.09029
H 3.33773 1.45557 0.24391

=====

[11]
70
Properties=species:S:1:pos:R:3 method="wB97M-V/def2-TZVPD" e_above_lowest_kcal_mol=31.2 total_charge=+1 e_lumo_ev=-3.453 e_homo_ev=-10.51
Bi -0.30444 -0.30664 0.64215
O -5.07237 -0.40519 0.52128
C -5.17223 -1.07248 -0.64149
C -6.41722 -1.11543 -1.27007
C -6.57479 -1.77920 -2.46743
C -5.49109 -2.41042 -3.07840
C -4.26245 -2.39321 -2.45973
C -4.07969 -1.72748 -1.23880
C -2.76792 -1.75467 -0.58300
O -2.57185 -1.08910 0.51062
N -1.83905 -2.52733 -1.11867
N -0.68194 -2.45313 -0.44457
C 0.12300 -3.44218 -0.42061
C 1.26883 -3.40904 0.47356
C 2.15380 -4.48003 0.53806
C 3.14287 -4.47167 1.50747
C 3.19080 -3.41489 2.39916
C 2.26808 -2.38623 2.26425
N 1.34766 -2.36320 1.30982
H -4.16798 -0.53303 0.86428
H -7.25060 -0.63739 -0.77292
H -7.55035 -1.81560 -2.93377
H -5.62434 -2.93571 -4.01383
H -3.41198 -2.90120 -2.88914
H -0.10282 -4.35426 -0.96757
H 2.04620 -5.31092 -0.14588
H 3.85414 -5.28298 1.57935
H 3.91666 -3.38276 3.19811
H 2.25803 -1.56304 2.95781
N 3.38318 3.04505 0.58359
C 2.35244 3.04950 1.68902
C 2.50163 4.19140 2.66324
P 0.72615 3.01296 0.76229
O 1.00141 4.35302 -0.13632
O -0.46456 3.16820 1.61369
O 0.81696 1.86753 -0.22860
P 2.51385 1.33866 2.39140
O 3.76661 1.49324 3.40924
O 1.29687 0.92746 3.14177
O 2.98706 0.54919 1.20550
H 3.05107 3.58249 -0.22050
H 3.42926 2.00554 0.35631
H 4.29679 3.36931 0.89599
H 2.41835 5.15950 2.16667
H 3.45748 4.14201 3.18860
H 1.70592 4.12286 3.40491
H 0.44105 5.07402 0.18436
H 3.44946 1.68589 4.30385
C -3.74979 2.74732 -0.27887
C -2.81672 1.91682 0.34884
N -1.92685 1.22925 -0.33214
C -1.88737 1.31212 -1.67277
C -2.79243 2.11527 -2.38705
C -3.74055 2.84344 -1.64607
C -2.73169 2.14531 -3.81443
C -1.82610 1.40282 -4.48607
C -0.86618 0.60680 -3.78714
C 0.13657 -0.11882 -4.45057
C 1.07881 -0.79829 -3.71891
C 0.98203 -0.79499 -2.32914
N 0.01367 -0.16786 -1.69119
C -0.89064 0.55952 -2.38032
H -4.46656 3.29281 0.31641
H -2.80060 1.80386 1.42325
H -4.45917 3.46048 -2.16979
H -3.42889 2.78547 -4.33878
H -1.79425 1.40684 -5.56754
H 0.15894 -0.12208 -5.53256
H 1.88394 -1.33300 -4.20062
H 1.70414 -1.31909 -1.71520

=====

[12]
24
Properties=species:S:1:pos:R:3 method="wB97M-V/def2-TZVPD" e_above_lowest_kcal_mol=163.9 e_lumo_ev="-1.406 / -1.330" e_homo_ev="-8.66 / -8.06"
C -1.92498 1.34282 0.16821
C -2.62153 2.40808 -0.69033
C 0.58874 -2.84620 0.56673
C 2.14494 0.67931 0.65761
C -0.05308 -0.48906 0.53299
C -0.82783 0.55146 -0.29162
N -2.89120 -1.08544 -0.67373
O -3.61924 -1.08444 0.26775
O -2.65469 -1.77265 -1.64186
O 0.39892 -1.64485 -0.21375
O 0.98016 0.10169 1.27542
S -2.76939 0.66022 1.57386
S -0.13400 0.78940 -1.90777
H -2.45042 1.95209 -1.75451
H -3.57284 2.38639 -0.29939
H -2.06764 3.29916 -0.52442
H 0.89267 -3.49648 -0.26971
H -0.09298 -3.24604 1.28936
H 1.45305 -2.58909 1.09689
H 1.76285 1.30719 -0.21085
H 2.83166 -0.21776 0.38680
H 2.40652 1.26837 1.50198
H -0.81126 -0.93806 1.39377
H 0.65510 -0.41655 -1.86093

=====

Number 1: total energy -700.916476 Ha, strongest force on any atom 1.140 eV/Å. Number 2: total energy -867.419562 Ha, strongest force on any atom 0.928 eV/Å. Number 3: total energy -574.178749 Ha, strongest force on any atom 1.026 eV/Å. Number 4: total energy -530.449021 Ha, strongest force on any atom 4.932 eV/Å. Number 5: total energy -529.325114 Ha, strongest force on any atom 2.276 eV/Å. Number 6: total energy -4486.048711 Ha, strongest force on any atom 2.030 eV/Å. Number 7: total energy -363.248996 Ha, strongest force on any atom 1.390 eV/Å. Number 8: total energy -359.421149 Ha, strongest force on any atom 5.494 eV/Å. Number 9: total energy -659.724493 Ha, strongest force on any atom 3.335 eV/Å. Number 10: total energy -625.408805 Ha, strongest force on any atom 5.636 eV/Å. Number 11: total energy -2872.366396 Ha, strongest force on any atom 1.090 eV/Å. Number 12: total energy -1387.021049 Ha, strongest force on any atom 5.021 eV/Å.